1.
A structure of composition C44H35FMnN2O3S, computed with ωB97M-V with the def2-TZVPD basis set.

Structure (ORCA input):
```
! wB97M-V def2-TZVPD RIJCOSX def2/J DEFGRID3
* xyz -2 6
Mn -0.4831 0.0717 -0.9781
O -0.7980 -1.4240 0.5904
C -0.0702 -2.5316 0.8316
C 1.4143 -2.3271 0.3463
C 1.9602 -1.0969 0.9975
C 2.7395 -1.1445 2.1511
C 3.0898 0.0469 2.7638
C 2.6641 1.2465 2.2165
C 1.9067 1.2170 1.0468
C 1.3929 2.4646 0.3977
C -0.1252 2.6849 0.6972
O -0.8786 1.6554 0.2469
C -0.6117 4.0019 0.0571
C 0.1293 4.7671 -0.8333
C -0.4143 5.8992 -1.4324
C -1.7125 6.2857 -1.1487
C -2.4677 5.5241 -0.2619
C -1.9207 4.3997 0.3283
C -0.2525 2.8233 2.2325
C -0.8837 1.8051 2.9353
C -0.9650 1.8496 4.3222
C -0.4203 2.9156 5.0243
C 0.2057 3.9430 4.3261
C 0.2866 3.8929 2.9426
N 1.5796 0.0645 0.4636
C 0.0360 -2.8223 2.3475
C -0.3389 -1.8252 3.2370
C -0.1787 -1.9948 4.6059
C 0.3546 -3.1745 5.1076
C 0.7204 -4.1854 4.2241
C 0.5602 -4.0070 2.8576
C -0.7046 -3.7666 0.1586
C -1.9413 -4.1938 0.6433
C -2.6249 -5.2393 0.0503
C -2.0899 -5.8834 -1.0615
C -0.8701 -5.4626 -1.5606
C -0.1814 -4.4189 -0.9497
H 1.3805 -2.1635 -0.7340
H 2.0398 -3.1970 0.5679
H 3.0226 -2.1019 2.5706
H 3.6751 0.0398 3.6769
H 2.8930 2.1954 2.6846
H 1.4865 2.3384 -0.6836
H 1.9876 3.3224 0.7242
H 1.1354 4.4714 -1.0978
H 0.1782 6.4635 -2.1431
H -2.1421 7.1588 -1.6258
H -3.4921 5.8037 -0.0425
H -2.5159 3.7893 0.9971
H -1.2816 0.9859 2.3466
H -1.4514 1.0404 4.8564
H -0.4799 2.9487 6.1065
H 0.6296 4.7845 4.8635
H 0.7652 4.7032 2.4011
H -0.7399 -0.9156 2.8047
H -0.4597 -1.1954 5.2825
H 0.4828 -3.3091 6.1758
H 1.1281 -5.1162 4.6032
H 0.8393 -4.8018 2.1727
H -2.3713 -3.6682 1.4881
H -3.5903 -5.5424 0.4409
H -2.6342 -6.6838 -1.5485
H -0.4593 -5.9246 -2.4507
H 0.7536 -4.0902 -1.3814
O 1.3804 0.5913 -2.3143
N 1.5210 1.3213 -3.3994
C 2.7395 1.2975 -3.9883
C 3.0523 2.0199 -5.1089
C 2.0416 2.8222 -5.6591
C 0.8079 2.8432 -5.0667
C 0.4748 2.0808 -3.9067
S -1.0322 2.0991 -3.1855
H 3.4335 0.6494 -3.4730
H 4.0447 1.9538 -5.5300
H 2.2313 3.4204 -6.5429
H 0.0058 3.4521 -5.4598
F -2.6261 -4.2494 -5.1900
C -2.1617 -3.3003 -4.3023
C -2.8550 -3.0843 -3.1313
C -2.3566 -2.1342 -2.2423
C -1.2059 -1.3579 -2.4745
C -0.5731 -1.6415 -3.6935
C -1.0151 -2.6024 -4.6064
H -3.7417 -3.6687 -2.9141
H -2.8838 -2.0221 -1.2973
H 0.3229 -1.0840 -3.9589
H -0.4905 -2.8023 -5.5339
*
```

The value obtained for the energy above the lowest of the compared OMol25 structures with the same formula, charge and spin is 30.29 kJ/mol. For the HOMO energy (spin up / spin down), the calculation gives -0.0279 / -0.0611 Ha. As for the orbital gap (spin up / spin down): 5.29 / 6.19 eV. The LUMO energy (spin up / spin down) comes out at 4.5 / 4.5 eV.

***

2.
A structure of composition C6H12F10K2N2O14PS4 in a non-equilibrium geometry, computed with ωB97M-V with the def2-TZVPD basis set.

Structure (ORCA input):
```
! wB97M-V def2-TZVPD RIJCOSX def2/J DEFGRID3
* xyz -1 1
K 3.1267 -2.1468 1.6159
K 3.6411 2.6068 0.0223
N 0.8766 -1.2386 0.5059
S 0.5907 0.2589 1.0012
O -0.6815 0.4196 1.6024
O 1.2021 1.3339 0.2766
F 1.5476 0.1940 2.2676
S -0.3131 -1.4360 -0.6162
O -0.5633 -0.3135 -1.4485
O -1.3983 -2.2330 -0.1632
F 0.4846 -2.4668 -1.5226
N 2.4485 -3.8982 3.5967
S 2.6557 -2.9223 4.8487
O 4.0166 -2.5082 4.9982
O 1.8337 -3.1187 5.9873
F 1.9978 -1.6018 4.2027
S 3.1416 -5.3051 4.1410
O 2.3942 -5.8732 5.2087
O 4.5538 -5.3753 4.1057
F 2.6918 -6.1550 2.8615
P 5.3027 0.5156 2.3727
F 6.2223 0.7920 1.0751
F 5.5602 -1.0740 2.2495
F 6.5590 0.7823 3.3055
F 4.3789 0.2698 3.6548
F 4.8313 2.1019 2.5254
F 3.9999 0.2785 1.4077
C -5.3966 0.2028 -6.9770
O -4.2647 0.1737 -6.1065
C -4.1532 -0.9000 -5.3194
O -4.8367 -1.8849 -5.3687
O -3.1476 -0.6929 -4.5012
C -2.9563 -1.6629 -3.4466
H -5.0706 0.4280 -7.9910
H -6.0259 1.0464 -6.6764
H -5.9545 -0.7247 -6.9169
H -2.6454 -1.0983 -2.5738
H -2.1523 -2.3398 -3.7317
H -3.8780 -2.2105 -3.2768
C -0.3292 5.8045 0.6171
O -1.5939 5.1641 0.7834
C -1.7134 3.9581 0.2159
O -0.9151 3.4446 -0.5141
O -2.8752 3.4671 0.5693
C -3.2271 2.2150 -0.0224
H -0.5171 6.8774 0.6583
H 0.1023 5.6147 -0.3660
H 0.3504 5.5018 1.4116
H -2.5705 1.4322 0.3490
H -3.0585 2.2338 -1.1038
H -4.2721 2.0631 0.2049
*
```

For the HOMO energy, the calculation gives -0.2567 Ha. As for the orbital gap: 7.72 eV. The LUMO energy comes out at 0.7 eV.

***

3.
A structure of composition C2Br4N2O4 in a non-equilibrium geometry, computed with ωB97M-V with the def2-TZVPD basis set.

Structure (ORCA input):
```
! wB97M-V def2-TZVPD RIJCOSX def2/J DEFGRID3
* xyz 0 1
C -0.4328 1.6904 0.4113
C 0.2700 -2.0095 -0.3157
N 0.5575 1.4946 -0.6397
N -0.3642 -1.2254 0.5161
O 1.4988 2.2364 -0.5860
O -1.5299 -1.4849 0.7581
O 0.4389 0.5596 -1.3714
O 0.2050 -0.1925 0.9909
Br -2.1062 1.0402 0.1040
Br -0.1995 3.1573 1.4337
Br 2.0799 -1.8293 -0.0320
Br -0.4176 -3.4368 -1.2693
*
```

The value obtained for the energy above the lowest of the compared OMol25 structures with the same formula, charge and spin is 310.17 kJ/mol. For the HOMO energy (spin up / spin down), the calculation gives -0.3034 / -0.3442 Ha. As for the orbital gap (spin up / spin down): 5.36 / 7.70 eV. The LUMO energy (spin up / spin down) comes out at -2.9 / -1.7 eV.

***

4.
The molecule C4H11NOS in a non-equilibrium geometry, computed with ωB97M-V with the def2-TZVPD basis set.

Structure (ORCA input):
```
! wB97M-V def2-TZVPD RIJCOSX def2/J DEFGRID3
* xyz 0 1
C 0.6463 2.3940 0.0437
O 0.7369 1.1410 0.6814
N 0.8028 0.0631 -0.3162
S 2.3114 -0.7195 -0.3614
C -0.3230 -0.9645 -0.1700
C -1.7236 -0.2102 -0.4942
C -0.2612 -1.7565 1.0718
H 1.4650 2.6621 -0.7590
H 0.6963 3.1739 0.8094
H -0.2851 2.5204 -0.4948
H 2.7519 -0.5633 -1.7061
H -0.0526 -1.5931 -0.9845
H -1.4498 0.8392 -0.4948
H -2.0419 -0.5511 -1.4748
H -2.3599 -0.4766 0.3113
H -0.4832 -1.1191 1.9009
H 0.6594 -2.3099 1.3776
H -1.0897 -2.5297 1.0597
*
```

The value obtained for the energy above the lowest of the compared OMol25 structures with the same formula, charge and spin is 376.04 kJ/mol. For the HOMO energy, the calculation gives -0.3319 Ha. As for the orbital gap: 9.78 eV. The LUMO energy comes out at 0.7 eV.

***

5.
A cluster of 2 separate species, C5H6IO3 in total in a non-equilibrium geometry, computed with ωB97M-V with the def2-TZVPD basis set.

Structure (ORCA input):
```
! wB97M-V def2-TZVPD RIJCOSX def2/J DEFGRID3
* xyz -1 1
C -2.8782 -0.5604 0.1230
C -0.2317 0.9414 -0.6970
C -3.1955 -1.9054 0.5342
C -0.8327 1.9409 0.2446
C 0.5027 -1.2628 -0.6965
O -3.4352 -3.1260 0.4015
O -3.0136 -1.1210 1.5893
O 0.1296 -0.1175 -0.0143
I -4.8965 0.3137 -0.3894
H -1.6266 2.3940 -0.3081
H -0.1647 2.6533 0.5428
H -1.2857 1.5179 1.0969
H -0.3567 -1.8278 -0.6638
H 1.4464 -1.6301 -0.2216
H 0.6740 -0.8817 -1.6951
*
```

The value obtained for the energy above the lowest of the compared OMol25 structures with the same formula, charge and spin is 403.21 kJ/mol. For the HOMO energy, the calculation gives -0.1500 Ha. As for the orbital gap: 7.21 eV. The LUMO energy comes out at 3.1 eV.

***

6.
A structure of composition C30H40BrCuN4Si2, computed with ωB97M-V with the def2-TZVPD basis set.

Structure (ORCA input):
```
! wB97M-V def2-TZVPD RIJCOSX def2/J DEFGRID3
* xyz 1 2
Cu -0.0545 -0.3294 0.0531
C -1.7614 -1.0765 2.8441
C -0.4522 -0.4241 3.1582
C -0.1056 -0.1450 4.4800
C 1.0931 0.4703 4.7534
C 1.9494 0.7707 3.7035
C 1.5637 0.4523 2.4191
N 0.3661 -0.1146 2.1466
C 2.4783 0.6644 1.2544
C 3.8197 1.0024 1.3585
C 4.5643 1.0801 0.1924
C 3.9698 0.8341 -1.0357
C 2.6185 0.5229 -1.0576
N 1.9244 0.4472 0.0698
C 1.8162 0.2790 -2.2966
C 2.3875 0.2928 -3.5522
C 1.5700 0.1004 -4.6578
C 0.2176 -0.0778 -4.4677
C -0.2957 -0.0791 -3.1709
C -1.7627 -0.2239 -2.9162
N 0.4979 0.0757 -2.1099
H -1.9734 -1.8716 3.5597
H -1.7405 -1.4941 1.8416
H -2.5743 -0.3498 2.9008
H -0.7890 -0.4135 5.2745
H 1.3722 0.7077 5.7716
H 2.9017 1.2431 3.8951
H 4.2900 1.1705 2.3159
H 5.6168 1.3257 0.2418
H 4.5517 0.8921 -1.9434
H 3.4487 0.4477 -3.6802
H 1.9912 0.1005 -5.6544
H -0.4517 -0.2154 -5.3063
H -2.2143 -0.9474 -3.5946
H -2.2676 0.7342 -3.0630
H -1.9355 -0.5383 -1.8898
C 0.9740 5.3392 -0.1460
C -0.1446 4.3380 -0.0281
C -1.4790 4.7112 0.0580
C -2.4586 3.7411 0.1618
C -2.0581 2.4168 0.1797
Br -3.3774 1.0748 0.3075
N -0.7998 2.0155 0.1004
C 0.1266 2.9785 -0.0048
H 0.5884 6.3571 -0.1705
H 1.5524 5.1767 -1.0569
H 1.6602 5.2608 0.6990
H -1.7559 5.7588 0.0397
H -3.5066 3.9943 0.2245
H 1.1525 2.6421 -0.0839
C 1.0036 -4.8002 1.3883
Si 1.2639 -3.4314 0.1446
C 1.8138 -4.1934 -1.4748
C 2.7660 -2.5225 0.8017
C -0.2480 -2.3935 -0.2687
Si -1.9166 -3.2737 -0.2606
C -1.9268 -4.3651 -1.7854
C -2.2400 -4.3587 1.2318
C -3.4831 -2.2428 -0.3510
H 1.9865 -5.1890 1.6684
H 0.4257 -5.6301 0.9823
H 0.5098 -4.4596 2.3013
H 2.7036 -4.8150 -1.3389
H 2.0566 -3.4123 -2.2035
H 1.0302 -4.8188 -1.9096
H 3.5261 -3.2748 1.0327
H 2.5569 -1.9825 1.7271
H 3.1993 -1.8361 0.0706
H -0.0890 -2.1926 -1.3387
H -1.1852 -5.1632 -1.6897
H -1.6892 -3.7991 -2.6914
H -2.9043 -4.8359 -1.9261
H -1.7164 -5.3110 1.1680
H -3.3119 -4.5726 1.2611
H -1.9725 -3.8918 2.1828
H -3.5593 -1.5978 -1.2255
H -3.6432 -1.6384 0.5431
H -4.3118 -2.9560 -0.4051
*
```

For the HOMO energy (spin up / spin down), the calculation gives -0.3868 / -0.4076 Ha. As for the orbital gap (spin up / spin down): 7.48 / 7.65 eV. The LUMO energy (spin up / spin down) comes out at -3.0 / -3.4 eV.